(1)
30
Properties=species:S:1:pos:R:3:forces:R:3 method="wB97M-V/def2-TZVPD" homo_ev=-8.0 de_lowest_ev=0.751 energy_ha=-522.1927 smiles=Cc1c[nH]c2ccccc12.CCC
C -1.613966 2.150406 -2.069134 0.460 -0.147 -0.627
C -1.364020 0.749606 -1.615349 0.685 0.550 -0.102
C -0.590783 -0.172449 -2.232936 -0.253 -0.148 0.611
N -0.444652 -1.287440 -1.397522 0.341 -0.410 -0.777
C -1.129641 -1.063589 -0.227384 -1.172 0.923 0.747
C -1.376714 -1.790211 0.940978 -0.009 -0.656 -0.805
C -2.136365 -1.222078 1.942153 0.087 -0.186 -0.740
C -2.691087 0.057202 1.786429 0.417 0.078 1.015
C -2.470451 0.838663 0.674805 0.191 -1.483 0.391
C -1.699965 0.219475 -0.320372 -0.232 1.160 -0.814
H -1.192411 2.885761 -1.383924 -0.211 0.011 0.152
H -2.658548 2.347425 -2.256484 -0.454 0.149 0.282
H -1.127282 2.318830 -3.032778 0.084 -0.044 0.025
H -0.040157 -0.118670 -3.158230 -0.164 -0.074 -0.109
H -0.436088 -2.178436 -1.869191 0.297 -0.230 0.459
H -1.111463 -2.835044 0.979565 0.361 -0.129 0.295
H -2.332497 -1.844145 2.803014 -0.142 0.251 0.214
H -3.195538 0.451907 2.647623 -0.478 0.238 0.123
H -2.937414 1.809626 0.613161 0.218 0.125 -0.331
C 2.988174 -0.404759 -0.583402 0.109 -0.083 0.385
C 2.272088 -0.500271 0.775601 0.197 1.691 -0.228
C 2.926251 0.380661 1.844189 1.086 0.011 -0.099
H 2.382631 0.142081 -1.295413 0.169 0.375 -0.144
H 4.016670 -0.044035 -0.545850 -0.131 0.522 0.204
H 3.117127 -1.372921 -0.993465 -0.096 -1.178 -0.545
H 1.338497 0.051097 0.653808 -0.535 -0.853 -0.145
H 2.118642 -1.540658 1.040651 -0.188 0.062 0.373
H 2.283243 0.599294 2.693495 -0.018 -0.238 0.111
H 3.907131 0.029301 2.186068 -0.251 -0.356 0.206
H 3.198588 1.343370 1.399891 -0.367 0.069 -0.126

(2)
92
Properties=species:S:1:pos:R:3:forces:R:3 method="wB97M-V/def2-TZVPD" homo_ev=-3.7 de_lowest_ev=0.199 energy_ha=-2639.7676 charge=-1
Na -0.405161 0.337587 -0.101064 0.003 0.121 0.165
O -2.488811 -0.582387 0.155099 0.120 -0.080 0.059
C -2.735202 -0.045283 -0.953561 -0.368 -0.053 -0.354
O -2.638054 1.158687 -1.262554 0.261 -0.071 0.144
C -3.129915 -1.011949 -2.059348 -0.067 -0.025 0.002
C -4.243882 -0.740001 -2.845709 0.016 -0.008 0.001
C -4.640793 -1.621757 -3.836915 0.024 -0.026 0.009
C -3.899075 -2.773360 -4.071429 -0.026 0.021 -0.003
C -2.768059 -3.033681 -3.313661 0.020 0.043 0.051
C -2.375381 -2.167925 -2.290297 -0.084 -0.118 -0.118
P -0.818057 -2.399889 -1.343804 0.110 0.190 0.021
C 0.180570 -3.466640 -2.460908 0.042 0.106 -0.026
C 1.186767 -2.816526 -3.176737 -0.082 -0.055 0.026
C 2.007826 -3.522789 -4.048860 -0.069 0.002 0.078
C 1.836083 -4.889632 -4.201582 0.024 0.000 -0.021
C 0.846436 -5.550616 -3.483174 -0.013 -0.026 -0.007
C 0.025304 -4.844901 -2.618297 -0.006 0.067 0.021
C -1.250668 -3.573756 -0.015693 0.019 -0.129 -0.013
C -2.538560 -3.694107 0.496260 0.017 0.004 -0.006
C -2.786514 -4.540339 1.569664 -0.007 0.017 -0.011
C -1.755858 -5.271789 2.141687 0.015 0.003 -0.009
C -0.465682 -5.149899 1.641365 -0.016 0.025 -0.005
C -0.215230 -4.301293 0.574258 -0.052 0.006 0.057
H -4.782898 0.182045 -2.668807 -0.007 0.001 -0.003
H -5.518279 -1.406203 -4.434602 0.000 -0.010 -0.009
H -4.191257 -3.462748 -4.854273 -0.007 0.002 -0.001
H -2.177949 -3.914984 -3.532143 -0.014 0.024 0.006
H 1.336795 -1.752275 -3.029604 0.042 0.002 -0.036
H 2.791475 -3.004533 -4.585744 0.000 0.004 0.001
H 2.481153 -5.446128 -4.870787 -0.004 -0.002 -0.003
H 0.718908 -6.620332 -3.597587 -0.006 -0.001 0.009
H -0.737057 -5.363026 -2.048522 0.003 -0.031 -0.003
H -3.337105 -3.101596 0.068960 0.007 -0.009 0.014
H -3.791153 -4.620831 1.966512 -0.004 0.003 -0.009
H -1.954172 -5.927400 2.980619 0.000 -0.002 0.003
H 0.347381 -5.706065 2.091416 0.010 0.001 -0.005
H 0.795446 -4.195688 0.195544 0.016 -0.017 0.010
C -0.702307 3.283200 2.241293 0.005 -0.094 0.066
C -0.654950 2.223403 3.347959 0.055 0.007 -0.068
C -0.183167 2.837374 4.662296 -0.020 -0.038 -0.040
P 0.231987 0.742945 2.637015 -0.075 0.067 0.127
C 0.101690 -0.564914 3.973911 0.037 -0.017 -0.126
C 1.102655 -0.584080 5.125610 -0.037 0.048 -0.032
C 0.117311 -1.917913 3.251836 -0.032 0.046 0.011
C 1.974412 1.228885 2.477773 0.035 0.065 0.115
C 2.741551 1.687473 3.558031 -0.001 -0.059 -0.150
C 4.068600 2.063812 3.453508 0.050 0.032 0.095
C 4.850265 2.560446 4.644198 -0.037 -0.022 -0.092
C 4.648545 1.972147 2.183629 -0.048 -0.007 0.001
C 3.935779 1.540612 1.092339 -0.018 -0.026 -0.047
C 2.560617 1.155508 1.171197 0.093 0.021 0.003
N 1.849269 0.790338 0.087062 0.025 -0.075 -0.068
C 2.518733 0.476045 -1.094610 0.017 0.001 0.026
C 3.341530 -0.665737 -1.201160 -0.043 -0.044 0.032
C 3.490312 -1.583220 -0.018619 0.023 0.057 -0.049
C 3.961440 -0.965744 -2.408291 0.005 -0.007 -0.012
C 3.772864 -0.192605 -3.547192 0.012 0.014 -0.009
C 4.428571 -0.549007 -4.857751 -0.032 0.028 0.051
C 2.924938 0.904595 -3.446409 -0.021 -0.023 -0.022
C 2.298376 1.246401 -2.254085 -0.045 0.052 0.034
C 1.391356 2.447412 -2.177647 0.088 -0.077 0.029
H -1.236579 4.175561 2.578450 -0.012 -0.002 0.003
H -1.206367 2.897541 1.353311 0.000 0.045 -0.022
H 0.311504 3.581442 1.960136 -0.004 0.008 -0.008
H -1.671309 1.838818 3.494662 -0.008 0.000 -0.018
H 0.795911 3.304551 4.547197 -0.015 0.000 0.012
H -0.125418 2.093885 5.458726 0.016 0.037 0.028
H -0.885372 3.614350 4.980395 0.007 0.007 0.013
H -0.903340 -0.407816 4.383928 -0.019 0.003 -0.019
H 2.121313 -0.693284 4.750675 0.012 0.006 0.001
H 0.892249 -1.434855 5.781176 -0.001 0.001 0.004
H 1.060618 0.321197 5.731076 0.041 -0.011 0.015
H 1.075561 -2.061183 2.742526 -0.004 -0.018 -0.003
H -0.672393 -1.974691 2.500461 0.019 -0.024 0.002
H -0.014117 -2.744683 3.956397 0.008 0.002 0.002
H 2.279752 1.746028 4.534555 -0.012 -0.031 0.022
H 4.272451 2.440958 5.562173 0.004 0.001 0.010
H 5.104249 3.620513 4.549726 0.011 0.005 0.018
H 5.788276 2.012789 4.768048 0.006 0.002 0.016
H 5.688941 2.258342 2.052426 0.006 -0.003 -0.009
H 4.417578 1.501701 0.121943 0.015 0.006 0.016
H 2.507507 -1.793620 0.413396 0.005 0.004 0.008
H 4.087858 -1.125851 0.773572 -0.001 -0.018 0.026
H 3.961120 -2.522351 -0.314462 -0.001 0.000 0.002
H 4.590375 -1.850703 -2.467607 0.000 0.001 0.016
H 5.347051 -1.115253 -4.696306 0.003 -0.008 -0.011
H 4.678609 0.348925 -5.425250 0.020 -0.007 -0.014
H 3.771646 -1.155482 -5.488911 0.009 0.015 -0.007
H 2.753588 1.521599 -4.324719 -0.009 0.013 0.011
H 1.478408 3.058752 -3.076755 -0.012 -0.010 -0.013
H 1.635678 3.054852 -1.305385 -0.024 0.010 0.000
H 0.342057 2.153666 -2.076462 -0.015 0.033 -0.010

(3)
19
Properties=species:S:1:pos:R:3:forces:R:3 method="wB97M-V/def2-TZVPD" homo_ev=-13.8 de_lowest_ev=2.383 energy_ha=-687.4579 charge=+1
C -3.031898 1.397969 -0.194257 -2.063 -0.554 3.553
C 1.649784 1.106711 -1.137228 -1.656 -2.138 1.088
C -2.013500 0.604414 0.463103 3.506 -0.383 -0.523
C 0.887163 -1.229308 -0.157242 0.282 -1.025 -1.463
N 1.173264 0.193507 0.098315 0.428 2.283 -1.113
O -0.973161 1.224866 0.804657 -2.436 -1.246 0.133
S -0.062675 -2.028591 1.161483 0.706 -0.039 0.739
H -3.405140 0.857546 -0.997567 -0.112 -0.155 -2.571
H -2.719384 2.411362 -0.066499 -0.002 0.729 -1.244
H -3.995271 1.334289 0.383050 0.667 0.035 0.180
H 0.773468 1.662868 -1.491264 0.503 0.176 0.415
H 2.517433 1.645810 -0.848085 0.352 0.749 0.330
H 1.919620 0.402203 -1.890527 0.309 -0.418 -0.647
H -1.886669 -0.571195 0.406377 -1.092 2.126 0.414
H 1.834008 -1.793280 -0.123404 -0.466 0.223 -1.133
H 1.720725 0.525382 0.920988 -0.336 -1.251 -0.534
H 0.190277 0.474372 0.335815 0.351 1.145 0.581
H 0.238144 -1.232140 -1.200239 1.961 -0.394 2.704
H 0.988420 -2.165789 2.071301 -0.902 0.138 -0.911

Molar mass per entry: 175.3; 668.8; 122.2 g mol⁻¹
LUMO level per entry: 0.034; 0.085; -0.125 Eh